The following is a DFT calculation (ωB97M-V/def2-TZVPD) of C36H54CsP3Si as an isolated structure.

```
95
C36H54CsP3Si ωB97M-V/def2-TZVPD
Cs -2.484 -0.314 -1.376
C 1.512 -5.220 -2.026
C 0.314 -4.474 -2.625
C -0.838 -5.429 -2.957
P -0.287 -2.905 -1.749
C 0.935 -1.712 -2.535
C 0.509 -1.443 -3.983
C 2.412 -2.088 -2.498
C 0.056 -3.202 0.036
C -0.161 -4.518 0.463
C -0.072 -4.875 1.798
C 0.204 -3.900 2.744
C 0.330 -2.580 2.340
C 0.253 -2.185 0.997
Si 0.161 -0.321 0.499
C 2.013 -0.017 0.030
C 3.080 -0.762 0.543
C 4.393 -0.495 0.187
C 4.667 0.515 -0.726
C 3.628 1.250 -1.272
C 2.307 1.004 -0.893
P 0.860 1.901 -1.572
C 0.821 3.409 -0.455
C -0.232 4.404 -0.947
C 2.136 4.115 -0.135
C 1.466 2.444 -3.286
C 2.306 3.703 -3.494
C 0.224 2.521 -4.187
C 0.187 0.557 2.234
C 1.368 0.751 2.964
C 1.386 1.391 4.191
C 0.205 1.892 4.721
C -0.975 1.735 4.017
C -0.999 1.066 2.788
P -2.567 0.796 1.880
C -3.334 -0.545 2.956
C -4.355 -1.348 2.143
C -3.942 -0.096 4.282
C -3.522 2.351 2.306
C -4.924 2.290 1.702
C -2.756 3.539 1.716
H 2.053 -5.744 -2.819
H 1.203 -5.967 -1.299
H 2.205 -4.545 -1.530
H 0.640 -4.059 -3.581
H -1.214 -5.942 -2.070
H -0.503 -6.192 -3.664
H -1.669 -4.885 -3.409
H 0.797 -0.777 -1.986
H 0.675 -2.309 -4.625
H 1.105 -0.620 -4.385
H -0.544 -1.168 -4.054
H 2.624 -2.934 -3.155
H 2.743 -2.329 -1.491
H 3.010 -1.241 -2.845
H -0.434 -5.277 -0.256
H -0.226 -5.905 2.093
H 0.298 -4.166 3.790
H 0.478 -1.822 3.099
H 2.873 -1.579 1.227
H 5.202 -1.082 0.606
H 5.690 0.728 -1.012
H 3.863 2.016 -2.000
H 0.450 2.954 0.473
H 0.118 4.935 -1.834
H -0.440 5.150 -0.176
H -1.168 3.899 -1.197
H 2.524 4.646 -1.005
H 2.891 3.414 0.216
H 1.968 4.852 0.655
H 2.057 1.575 -3.599
H 1.735 4.599 -3.247
H 2.589 3.774 -4.548
H 3.222 3.708 -2.906
H -0.404 3.367 -3.893
H -0.372 1.611 -4.115
H 0.512 2.662 -5.233
H 2.304 0.391 2.560
H 2.317 1.506 4.733
H 0.204 2.407 5.674
H -1.875 2.171 4.432
H -2.482 -1.200 3.164
H -5.162 -0.709 1.777
H -4.803 -2.127 2.763
H -3.878 -1.837 1.290
H -4.802 0.557 4.122
H -3.216 0.422 4.905
H -4.290 -0.970 4.839
H -3.613 2.467 3.387
H -4.867 2.123 0.623
H -5.446 3.236 1.865
H -5.530 1.495 2.141
H -2.679 3.430 0.631
H -1.746 3.609 2.119
H -3.275 4.477 1.927
```

Summary:
Calculated total energy   -74500.3349 eV
Charge   0
Molecular weight   740.7 g mol⁻¹
Kohn-Sham gap   5.5 eV
LUMO energy   -0.19 eV
Spin multiplicity   1